Density functional theory data (ωB97M-V with the def2-TZVPD basis set) for a single C14H16N4O molecule at a distorted geometry.

Results
Gap between HOMO and LUMO = 8.27 eV
SMILES = CN1C(=O)n2c(nc3ccccc32)NC12CCCC2
Total charge = 0
HOMO level = -0.284 Eh
Energy relative to the best compared isomer or geometry (same formula, charge and spin) = 7.8 kcal/mol
Molecular weight = 256.309 g/mol

Atoms and positions in Å:
C (-0.66, 2.94, 0.41)
N (-0.40, 1.53, 0.19)
C (-0.30, 1.04, -1.12)
O (-0.56, 1.79, -2.06)
N (-0.02, -0.33, -1.33)
C (0.20, -1.11, -0.27)
N (0.57, -2.34, -0.57)
C (0.48, -2.32, -1.96)
C (0.80, -3.36, -2.83)
C (0.73, -3.12, -4.20)
C (0.30, -1.87, -4.70)
C (-0.04, -0.85, -3.83)
C (0.14, -1.08, -2.47)
N (0.18, -0.69, 1.00)
C (-0.13, 0.68, 1.36)
C (1.04, 1.21, 2.20)
C (0.70, 0.76, 3.62)
C (-0.82, 0.83, 3.72)
C (-1.35, 0.53, 2.29)
H (0.20, 3.50, 0.06)
H (-0.85, 3.22, 1.43)
H (-1.52, 3.32, -0.15)
H (1.20, -4.30, -2.52)
H (0.99, -3.90, -4.87)
H (0.21, -1.70, -5.77)
H (-0.34, 0.10, -4.16)
H (0.22, -1.40, 1.71)
H (1.09, 2.28, 2.18)
H (1.99, 0.80, 1.85)
H (1.16, 1.41, 4.34)
H (1.08, -0.26, 3.78)
H (-1.23, 0.12, 4.43)
H (-1.15, 1.83, 3.99)
H (-2.15, 1.23, 2.03)
H (-1.77, -0.48, 2.23)

Density functional theory data (ωB97M-V with the def2-TZVPD basis set) for a molecular structure, C17H17N7O2Pd.

Results
Gap between HOMO and LUMO = 6.65 eV
Total charge = 0
HOMO level = -0.263 Eh
Energy relative to the best compared isomer or geometry (same formula, charge and spin) = 0.0 kcal/mol
Molecular weight = 457.790 g/mol

Atoms and positions in Å:
Pd (-0.09, 0.19, -0.32)
O (0.22, -1.94, -3.65)
C (0.35, -1.23, -2.68)
O (-0.59, -0.54, -2.11)
C (1.73, -1.09, -2.05)
C (2.83, -1.67, -2.71)
C (4.08, -1.46, -2.20)
C (4.24, -0.67, -1.04)
C (5.52, -0.40, -0.49)
C (5.64, 0.37, 0.63)
C (4.49, 0.91, 1.24)
C (3.24, 0.67, 0.74)
C (3.09, -0.13, -0.42)
N (1.85, -0.38, -0.95)
H (2.64, -2.24, -3.60)
H (4.96, -1.88, -2.67)
H (6.39, -0.82, -0.98)
H (6.62, 0.57, 1.04)
H (4.59, 1.51, 2.13)
H (2.37, 1.07, 1.23)
C (0.93, -1.81, 1.91)
C (0.76, -0.41, 2.39)
C (0.97, 0.09, 3.65)
C (0.66, 1.48, 3.61)
C (0.26, 1.76, 2.33)
C (-0.16, 3.09, 1.79)
N (0.32, 0.61, 1.58)
H (1.22, -2.44, 2.76)
H (1.71, -1.90, 1.15)
H (0.01, -2.22, 1.50)
H (1.30, -0.48, 4.50)
H (0.71, 2.19, 4.42)
H (-0.03, 3.85, 2.56)
H (-1.20, 3.11, 1.48)
H (0.46, 3.39, 0.93)
N (-4.73, 2.51, -1.77)
N (-3.40, 2.45, -1.37)
N (-2.57, 3.45, -1.58)
C (-1.44, 2.93, -1.14)
N (-1.61, 1.68, -0.72)
N (-2.88, 1.38, -0.87)
H (-5.09, 3.41, -1.49)
H (-5.21, 1.77, -1.27)
H (-0.50, 3.45, -1.15)

Density functional theory data (ωB97M-V with the def2-TZVPD basis set) for a single C3H5N molecule at a distorted geometry.

Results
Gap between HOMO and LUMO = 9.30 eV
SMILES = C=CN=C
Total charge = 0
HOMO level = -0.332 Eh
Energy relative to the best compared isomer or geometry (same formula, charge and spin) = 41.4 kcal/mol
Molecular weight = 55.080 g/mol

Atoms and positions in Å:
C (-1.71, 0.30, 0.04)
C (-0.55, -0.32, -0.17)
N (0.55, 0.47, -0.12)
C (1.85, 0.03, 0.07)
H (-2.66, -0.19, 0.03)
H (-1.70, 1.36, 0.28)
H (-0.49, -1.38, -0.40)
H (2.62, 0.77, 0.10)
H (2.09, -1.03, 0.16)